Record 1
The following is a quantum chemistry calculation of a gas-phase ion, C6H11O (charge -2) at a distorted geometry, from the OMol25 dataset.

Computed properties:
E_tot, eV: -8441.2745
HOMO level (spin up / spin down), eV: 3.792 / 0.126
Net charge: -2
2S+1: 2
Energy above the lowest of the compared OMol25 structures with the same formula, charge and spin, eV: 1.063
Max |F|, hartree/bohr: 0.056

Last column: Mulliken charge in e.
Element x y z (Å)
C1 1.89 0.86 -0.58  -0.168
O1 2.80 1.56 -1.30  -0.888
C2 0.99 -0.21 -1.25  -0.521
C3 0.39 -1.15 -0.14  -0.648
C4 -0.74 -0.34 0.63  -0.776
C5 -2.10 -0.64 0.74  0.558
C6 -3.12 -0.09 1.76  -3.920
H1 2.32 0.19 0.22  0.005
H2 1.27 1.69 0.01  0.035
H3 1.55 -0.89 -1.96  0.261
H4 0.28 0.20 -2.05  0.288
H5 1.30 -1.36 0.52  0.281
H6 0.03 -1.98 -0.84  0.266
H7 -0.26 0.43 1.42  -0.009
H8 -2.64 -1.43 0.19  0.809
H9 -2.52 0.43 2.49  1.103
H10 -3.79 0.48 1.16  0.587
H11 -3.74 -0.86 2.27  0.738

Record 2
The following is a quantum chemistry calculation of a gas-phase ion, C6H11O5 (charge +1) at a distorted geometry, from the OMol25 dataset.

Computed properties:
E_tot, eV: -16624.8772
HOMO level, eV: -14.618
Net charge: +1
Energy above the lowest of the compared OMol25 structures with the same formula, charge and spin, eV: 4.308
Max |F|, hartree/bohr: 0.095

Last column: Mulliken charge in e.
Element x y z (Å)
C1 2.18 0.05 -0.16  -0.431
C2 1.02 -0.50 -0.95  -0.048
C3 0.05 -1.48 -0.28  -0.095
C4 -0.86 -0.55 0.60  -0.119
C5 -0.50 0.91 0.27  0.935
C6 -1.72 1.79 0.18  -1.501
O1 0.63 1.34 1.10  -0.249
O2 0.18 0.74 -1.11  -0.491
O3 0.71 -2.28 0.60  -0.620
O4 -2.17 -0.81 0.04  -0.581
O5 1.87 1.35 0.35  -0.301
H1 2.43 -0.59 0.84  0.347
H2 3.13 0.32 -0.65  0.282
H3 1.23 -0.76 -2.04  0.394
H4 -0.59 -2.05 -0.92  0.547
H5 -0.74 -0.75 1.71  0.430
H6 -2.50 1.12 -0.43  0.364
H7 -1.40 2.71 -0.25  0.347
H8 -2.31 1.96 1.07  0.401
H9 0.88 1.46 -0.85  0.680
H10 1.37 -3.00 0.23  0.374
H11 -2.87 -0.97 0.66  0.335

Record 3
The following is a quantum chemistry calculation of a molecular structure, C6H11O7Zn at a distorted geometry, from the OMol25 dataset.

Computed properties:
E_tot, eV: -69156.3538
HOMO level, eV: -5.183
Net charge: -1
Energy above the lowest of the compared OMol25 structures with the same formula, charge and spin, eV: 0.203
Max |F|, hartree/bohr: 0.029

Last column: Mulliken charge in e.
Element x y z (Å)
Zn1 0.29 -0.14 0.59  0.879
C1 2.32 -2.38 -1.93  -1.127
C2 1.68 -1.47 -0.93  1.085
O1 1.62 -1.75 0.30  -0.702
O2 1.13 -0.39 -1.31  -0.715
H1 1.64 -2.90 -2.60  0.273
H2 2.87 -3.21 -1.46  0.305
H3 3.07 -1.84 -2.51  0.279
C3 0.72 3.84 0.91  -1.081
C4 0.61 2.33 0.77  1.036
O3 -0.49 1.85 0.39  -0.674
O4 1.59 1.58 1.01  -0.741
H4 0.99 4.22 -0.08  0.272
H5 1.51 4.13 1.61  0.292
H6 -0.22 4.30 1.21  0.297
C5 -3.11 -0.58 -1.20  -0.785
C6 -2.58 -1.42 -0.04  0.531
O5 -1.48 -1.06 0.48  -0.643
O6 -3.25 -2.41 0.29  -0.708
H7 -2.70 -0.96 -2.13  0.214
H8 -2.86 0.48 -1.17  0.220
H9 -4.20 -0.65 -1.24  0.288
O7 0.33 -0.57 2.63  -0.362
H10 -0.48 -0.74 3.12  0.312
H11 0.98 -0.26 3.27  0.254

Record 4
The following is a quantum chemistry calculation of 2 unconnected molecules or ions with the total composition C6H11P at a distorted geometry, from the OMol25 dataset.

Computed properties:
E_tot, eV: -15683.4270
HOMO level (spin up / spin down), eV: -7.605 / -7.685
Net charge: 0
Energy above the lowest of the compared OMol25 structures with the same formula, charge and spin, eV: 4.416
Max |F|, hartree/bohr: 0.065

Last column: Mulliken charge in e.
Element x y z (Å)
C1 -2.46 2.01 0.36  -0.787
C2 -1.88 1.06 -0.38  -0.051
C3 -1.66 -0.25 0.15  0.019
C4 1.24 0.56 -0.93  -1.162
C5 1.15 -1.68 0.44  -1.121
C6 0.79 -0.22 0.37  0.243
P1 -2.40 -1.71 0.19  -0.133
H1 -2.38 3.00 -0.03  0.271
H2 -2.82 1.91 1.33  0.345
H3 -1.67 1.25 -1.40  0.355
H4 1.10 1.60 -0.78  0.348
H5 0.74 0.10 -1.83  0.242
H6 2.28 0.23 -1.05  0.418
H7 0.62 -2.42 -0.21  0.296
H8 2.30 -1.79 0.41  0.322
H9 0.89 -2.14 1.52  0.279
H10 1.11 0.39 1.32  0.199
H11 -1.47 -2.49 0.71  -0.084